No. 1
Below is the molecule CH4N4S, with properties calculated with ωB97M-V with the def2-TZVPD basis set.

**Strongest force on any atom**: 7.348 eV Å⁻¹
**Charge**: 0
**E**: -17892.8017 eV
**E_HOMO (spin up / spin down)**: -7.988 / -7.975 eV
**Multiplicity**: 1
**Relative energy (zero: lowest compared OMol25 entry of this formula, charge and spin)**: 79.89 kcal/mol

Last column: Mulliken charge in e.
Element x y z (Å)
N (-0.788, -0.606, -0.327)  -0.599
N (-0.309, 0.028, 0.842)  0.500
C (0.811, 0.884, 0.461)  -0.391
S (0.645, 2.379, 1.578)  0.017
N (-0.799, 1.889, 2.195)  -0.119
N (-1.079, 0.526, 1.740)  -0.491
H (-1.155, -1.611, -0.172)  0.272
H (-1.602, -0.186, -0.714)  0.252
H (1.819, 0.292, 0.719)  0.238
H (0.952, 1.227, -0.545)  0.321

***

No. 2
Below is a structure of composition C49H56F2N8O8S, with properties calculated with ωB97M-V with the def2-TZVPD basis set.

**Strongest force on any atom**: 2.237 eV Å⁻¹
**Charge**: 0
**E**: -96288.8846 eV
**E_HOMO**: -9.245 eV
**Multiplicity**: 1

Last column: Mulliken charge in e.
Element x y z (Å)
C (-1.530, 8.658, 5.168)  -1.569
C (-2.523, 8.061, 4.184)  1.230
O (-2.048, 8.467, 2.891)  -0.651
C (-3.939, 8.616, 4.333)  -1.591
C (-4.778, 7.981, 5.438)  1.311
C (-4.639, 6.493, 5.717)  -1.291
O (-4.511, 5.748, 4.521)  -0.263
C (-3.947, 4.498, 4.753)  -0.769
O (-2.581, 4.613, 4.484)  -0.346
C (-1.896, 3.383, 4.632)  -0.040
C (-1.690, 2.979, 6.104)  -0.556
O (-0.307, 2.710, 6.331)  -0.480
O (-6.166, 8.065, 4.914)  -0.362
S (-6.966, 9.228, 5.653)  1.021
O (-6.558, 10.420, 5.058)  -0.519
O (-8.324, 8.994, 5.805)  -0.577
O (-6.267, 8.935, 7.088)  -0.382
C (-4.889, 8.709, 6.797)  1.067
F (-4.323, 9.912, 6.808)  -0.276
F (-4.450, 8.044, 7.844)  -0.294
H (-1.398, 8.030, 6.047)  0.302
H (-0.566, 8.654, 4.662)  0.532
H (-1.746, 9.694, 5.412)  0.284
H (-2.467, 6.975, 4.202)  -0.155
H (-2.656, 8.122, 2.224)  0.358
H (-4.454, 8.449, 3.393)  0.447
H (-3.953, 9.693, 4.479)  0.478
H (-5.558, 6.175, 6.218)  0.494
H (-3.821, 6.263, 6.400)  0.514
H (-4.130, 4.164, 5.783)  0.475
H (-4.428, 3.767, 4.097)  0.363
H (-2.334, 2.565, 4.053)  0.331
H (-0.904, 3.544, 4.225)  0.030
H (-2.020, 3.768, 6.776)  0.363
H (-2.231, 2.052, 6.288)  0.247
H (0.024, 3.306, 7.010)  0.276
N (1.204, 2.182, 1.793)  -0.339
C (1.318, 1.828, 3.074)  0.206
C (1.640, 0.550, 3.498)  -1.094
C (1.856, -0.424, 2.535)  -0.261
C (1.744, -0.079, 1.199)  -0.933
C (1.418, 1.231, 0.883)  -0.011
H (1.138, 2.623, 3.791)  0.463
H (1.718, 0.324, 4.553)  0.457
H (2.108, -1.437, 2.822)  0.397
H (1.902, -0.807, 0.415)  0.415
H (1.321, 1.544, -0.148)  0.614
N (0.323, -2.390, -1.029)  -0.270
C (0.520, -3.593, -1.568)  -0.343
C (-0.140, -4.048, -2.699)  -0.426
C (-1.061, -3.208, -3.303)  -0.346
C (-1.281, -1.954, -2.757)  -0.557
C (-0.565, -1.594, -1.625)  -0.170
H (1.248, -4.218, -1.061)  0.355
H (0.060, -5.033, -3.097)  0.449
H (-1.597, -3.529, -4.188)  0.434
H (-1.991, -1.268, -3.198)  0.392
H (-0.702, -0.619, -1.165)  0.471
N (4.473, 7.015, 3.392)  -0.589
C (4.502, 6.635, 2.116)  -0.369
C (3.797, 5.549, 1.621)  -0.521
C (3.023, 4.809, 2.497)  0.494
C (2.981, 5.187, 3.829)  -0.441
C (3.720, 6.293, 4.222)  -0.363
H (5.123, 7.240, 1.464)  0.360
H (3.849, 5.286, 0.574)  0.361
H (2.466, 3.952, 2.133)  0.436
H (2.389, 4.637, 4.550)  0.344
H (3.715, 6.627, 5.254)  0.343
N (0.398, -5.413, -6.126)  -0.396
C (1.338, -4.474, -6.267)  -0.163
C (2.531, -4.676, -6.940)  -0.465
C (2.769, -5.922, -7.496)  -0.394
C (1.811, -6.911, -7.360)  -0.124
C (0.647, -6.606, -6.670)  -0.350
H (1.111, -3.515, -5.812)  0.355
H (3.255, -3.877, -7.025)  0.372
H (3.692, -6.119, -8.028)  0.380
H (1.959, -7.894, -7.775)  0.285
H (-0.131, -7.348, -6.542)  0.501
N (3.096, 2.693, -2.202)  -0.218
C (3.354, 2.753, -3.507)  -0.227
C (4.437, 3.428, -4.048)  -0.544
C (5.301, 4.081, -3.185)  -0.237
C (5.050, 4.032, -1.824)  -0.592
C (3.939, 3.326, -1.387)  -0.153
H (2.650, 2.230, -4.146)  0.397
H (4.599, 3.441, -5.117)  0.367
H (6.158, 4.621, -3.567)  0.380
H (5.699, 4.529, -1.115)  0.438
H (3.703, 3.255, -0.330)  0.437
N (0.792, -9.749, -6.773)  -0.258
C (0.899, -10.112, -5.495)  -0.251
C (1.203, -11.400, -5.081)  -0.569
C (1.403, -12.369, -6.046)  0.065
C (1.296, -12.015, -7.382)  -0.736
C (0.992, -10.698, -7.689)  -0.175
H (0.731, -9.320, -4.772)  0.402
H (1.281, -11.637, -4.029)  0.433
H (1.641, -13.383, -5.760)  0.343
H (1.446, -12.742, -8.168)  0.375
H (0.901, -10.374, -8.721)  0.373
N (1.576, -14.401, -3.567)  -0.322
C (2.197, -15.580, -3.531)  -0.134
C (1.676, -16.708, -2.917)  -0.542
C (0.439, -16.607, -2.302)  -0.125
C (-0.222, -15.391, -2.327)  -0.738
C (0.387, -14.326, -2.971)  0.116
H (3.164, -15.612, -4.022)  0.362
H (2.225, -17.639, -2.921)  0.348
H (-0.003, -17.464, -1.810)  0.372
H (-1.189, -15.270, -1.859)  0.352
H (-0.098, -13.356, -3.019)  0.322
N (-1.042, 2.279, -0.928)  -0.140
C (-0.428, 3.127, -1.752)  -0.213
C (-0.850, 4.429, -1.971)  -0.693
C (-1.976, 4.876, -1.299)  -0.222
C (-2.628, 4.009, -0.439)  -0.609
C (-2.121, 2.728, -0.289)  -0.218
H (0.449, 2.734, -2.257)  0.456
H (-0.310, 5.075, -2.650)  0.406
H (-2.339, 5.886, -1.444)  0.396
H (-3.511, 4.318, 0.105)  0.414
H (-2.596, 2.016, 0.378)  0.402

***

No. 3
Below is the molecule C16H16N2O, with properties calculated with ωB97M-V with the def2-TZVPD basis set.

**Strongest force on any atom**: 16.804 eV Å⁻¹
**Charge**: 0
**E**: -21867.9365 eV
**E_HOMO**: -7.693 eV
**Multiplicity**: 1
**Relative energy (zero: lowest compared OMol25 entry of this formula, charge and spin)**: 254.99 kcal/mol

Last column: Mulliken charge in e.
Element x y z (Å)
C (-5.357, -1.606, 0.289)  -0.471
C (-5.479, -0.599, 1.119)  -0.175
C (-4.560, 0.380, 1.173)  -0.661
C (-3.355, 0.274, 0.365)  1.258
C (-2.365, 1.041, 0.775)  -1.663
C (-1.194, 0.966, -0.109)  0.628
O (-0.168, 2.106, 0.073)  -0.397
C (1.045, 1.914, -0.742)  -0.941
C (1.906, 0.853, 0.148)  -0.447
C (3.447, 0.962, -0.733)  -1.184
N (4.177, -0.081, 0.040)  0.212
C (4.909, 0.081, 1.218)  -0.152
C (5.563, -1.061, 1.324)  -0.414
N (5.066, -1.972, 0.474)  -0.628
C (4.324, -1.421, -0.555)  -0.140
C (-1.010, -0.178, -1.243)  -0.530
C (-2.000, -0.935, -1.249)  -1.222
C (-3.066, -0.720, -0.473)  0.859
C (-4.133, -1.741, -0.569)  -0.663
H (-6.252, -2.380, 0.113)  0.213
H (-6.471, -0.270, 1.747)  0.157
H (-4.692, 1.261, 1.876)  0.270
H (-2.323, 1.800, 1.200)  0.854
H (0.964, 1.694, -1.616)  0.632
H (1.505, 3.036, -0.551)  0.280
H (2.139, 0.964, 1.132)  0.541
H (1.479, -0.158, 0.044)  0.366
H (3.254, 0.773, -1.761)  0.416
H (3.738, 1.801, -0.482)  0.566
H (5.028, 1.135, 1.322)  0.345
H (6.333, -1.435, 2.036)  0.374
H (3.896, -2.016, -1.328)  0.373
H (-0.191, -0.131, -1.837)  0.648
H (-1.937, -1.668, -1.917)  0.510
H (-4.218, -2.667, -1.301)  0.188

***

No. 4
Below is a cluster of 2 separate species, C4H14N3O in total, with properties calculated with ωB97M-V with the def2-TZVPD basis set.

**Strongest force on any atom**: 2.270 eV Å⁻¹
**Charge**: +1
**E**: -10886.4493 eV
**E_HOMO**: -11.297 eV
**Multiplicity**: 1
**Relative energy (zero: lowest compared OMol25 entry of this formula, charge and spin)**: 39.47 kcal/mol

Last column: Mulliken charge in e.
Element x y z (Å)
C (-0.590, -1.929, -0.429)  -0.727
C (-1.491, -0.813, 0.166)  -0.798
C (-0.797, 0.446, 0.566)  -0.030
C (-0.823, 1.469, -0.319)  -0.255
N (-0.077, 2.619, -0.264)  -0.409
N (-0.048, 0.527, 1.756)  -0.455
N (0.588, -1.322, -1.144)  -0.093
H (-1.082, -2.630, -1.094)  0.412
H (-0.284, -2.601, 0.376)  0.351
H (-2.383, -0.701, -0.449)  0.431
H (-1.850, -1.223, 1.126)  0.349
H (-1.471, 1.434, -1.202)  0.367
H (-0.223, 3.389, -0.894)  0.217
H (0.177, 2.951, 0.654)  0.230
H (0.272, -0.374, 2.080)  0.249
H (-0.578, 1.002, 2.479)  0.241
H (1.225, -2.118, -1.182)  0.380
H (0.308, -1.051, -2.084)  0.382
H (1.069, -0.499, -0.691)  0.242
H (3.408, 0.305, -0.110)  0.295
H (2.214, 0.838, 0.712)  0.285
O (2.436, 0.281, -0.052)  -0.664

***

No. 5
Below is a cluster of 2 separate species, C2H7PS in total, with properties calculated with ωB97M-V with the def2-TZVPD basis set.

**Strongest force on any atom**: 2.174 eV Å⁻¹
**Charge**: 0
**E**: -22308.4217 eV
**E_HOMO (spin up / spin down)**: -8.776 / -8.470 eV
**Multiplicity**: 1
**Relative energy (zero: lowest compared OMol25 entry of this formula, charge and spin)**: 74.56 kcal/mol

Last column: Mulliken charge in e.
Element x y z (Å)
C (0.151, 1.080, 2.146)  -0.874
C (-0.813, -0.923, -1.057)  -0.868
P (0.767, -0.127, -0.800)  0.143
S (1.986, -1.165, -2.008)  -0.319
H (-0.709, 0.994, 1.475)  0.320
H (0.310, 0.429, 2.981)  0.286
H (0.901, 1.874, 1.895)  0.274
H (-1.160, -0.935, -2.075)  0.355
H (-0.623, -1.968, -0.680)  0.266
H (-1.613, -0.416, -0.603)  0.347
H (0.804, 1.157, -1.274)  0.071

***

No. 6
Below is a cluster of 3 separate species, CH4N2O3S in total, with properties calculated with ωB97M-V with the def2-TZVPD basis set.

**Strongest force on any atom**: 3.060 eV Å⁻¹
**Charge**: 0
**E**: -21059.1688 eV
**E_HOMO**: -10.620 eV
**Multiplicity**: 1
**Relative energy (zero: lowest compared OMol25 entry of this formula, charge and spin)**: 9.83 kcal/mol

Last column: Mulliken charge in e.
Element x y z (Å)
C (-2.075, 1.487, 1.094)  0.577
N (-1.411, 2.413, 3.693)  -0.686
N (-3.133, 1.152, 1.479)  -0.483
O (-1.088, 1.723, 0.554)  -0.418
O (-1.009, -1.173, -3.936)  -0.370
O (0.915, -0.216, -2.676)  -0.362
S (-0.171, -0.027, -3.622)  0.733
H (-0.935, 1.906, 2.999)  0.204
H (-1.602, 3.338, 3.268)  0.233
H (-3.266, 0.861, 2.415)  0.339
H (-0.803, 2.683, 4.459)  0.233